[1]
Computed, not measured: a 9-piece molecular cluster, C32H64O15S2 overall, with wB97M-V/def2-TZVPD.

Output
**Total charge**: +1
**Multiplicity**: 2
**E_HOMO (spin up / spin down)**: -10.9017 / -10.9012 eV

Each line ends with the Löwdin charge.
Atoms and positions in Å:
C 8.895 5.985 18.502  -0.134
C 9.023 4.793 19.431  -0.136
C 10.466 4.762 19.776  -0.169
O 11.062 5.123 18.543  -0.068
C 10.209 5.943 17.739  -0.149
H 8.854 6.963 18.981  0.122
H 8.111 5.854 17.757  0.104
H 8.628 3.882 18.983  0.126
H 8.469 5.051 20.334  0.106
H 10.883 3.807 20.095  0.130
H 10.718 5.589 20.439  0.128
H 9.868 5.444 16.832  0.122
H 10.549 6.978 17.709  0.123
C 13.946 7.339 17.586  -0.170
C 13.111 8.022 18.651  -0.164
C 12.671 9.342 18.000  -0.144
O 13.218 9.277 16.619  -0.138
C 14.383 8.495 16.674  -0.221
H 13.357 6.663 16.966  0.098
H 14.803 6.713 17.834  0.106
H 13.744 8.149 19.530  0.118
H 12.197 7.461 18.847  0.071
H 13.234 10.055 18.603  0.107
H 11.633 9.674 17.984  0.107
H 15.192 9.110 17.068  0.119
H 14.741 8.196 15.689  0.122
C 2.923 5.145 16.528  -0.132
C 3.912 6.200 15.922  -0.146
C 4.868 6.596 17.122  -0.171
O 3.906 6.617 18.194  -0.177
C 2.968 5.538 18.049  -0.184
H 3.395 4.182 16.334  0.094
H 1.963 5.272 16.028  0.103
H 3.341 7.061 15.576  0.108
H 4.526 5.767 15.132  0.091
H 5.209 7.631 17.145  0.108
H 5.700 5.920 17.318  0.096
H 2.036 5.868 18.508  0.113
H 3.315 4.733 18.696  0.104
C 9.910 9.799 20.344  -0.173
C 10.924 10.882 20.627  -0.161
C 10.418 11.293 22.031  -0.203
O 10.220 10.022 22.616  -0.150
C 9.635 9.088 21.677  -0.161
H 10.284 9.183 19.527  0.074
H 8.979 10.265 20.021  0.122
H 10.803 11.694 19.910  0.115
H 11.991 10.661 20.623  0.105
H 9.575 11.984 22.043  0.117
H 11.099 11.817 22.702  0.119
H 8.593 8.930 21.959  0.117
H 10.158 8.138 21.781  0.098
C 8.162 1.386 15.203  -0.135
C 9.627 1.632 14.732  -0.123
C 9.780 3.164 14.888  -0.221
O 8.482 3.718 14.929  -0.161
C 7.554 2.754 15.467  -0.166
H 8.123 0.641 15.997  0.112
H 7.583 0.973 14.378  0.109
H 9.780 1.258 13.720  0.112
H 10.381 1.140 15.346  0.088
H 10.228 3.507 13.955  0.114
H 10.465 3.501 15.666  0.086
H 6.556 2.885 15.048  0.124
H 7.499 3.064 16.510  0.107
C 15.176 3.864 21.015  -0.139
C 15.580 3.364 22.411  -0.167
C 14.301 2.960 23.078  -0.164
O 13.270 2.912 22.025  -0.127
C 13.615 3.819 20.986  -0.211
H 15.521 3.113 20.303  0.087
H 15.647 4.829 20.829  0.109
H 16.188 4.132 22.889  0.115
H 16.216 2.487 22.290  0.109
H 14.018 3.711 23.815  0.112
H 14.239 2.115 23.765  0.123
H 13.222 4.833 21.066  0.109
H 13.172 3.555 20.026  0.079
C 13.911 0.662 18.356  -0.130
C 12.628 1.463 17.975  -0.113
C 13.202 2.364 16.929  -0.180
O 14.001 1.481 16.156  0.023
C 14.675 0.577 17.115  -0.115
H 13.639 -0.320 18.744  0.132
H 14.523 1.227 19.060  0.113
H 12.052 2.077 18.667  0.106
H 11.810 0.954 17.466  0.117
H 13.911 3.152 17.181  0.156
H 12.491 2.908 16.306  0.118
H 15.679 1.000 17.111  0.151
H 14.560 -0.415 16.677  0.147
C 8.553 6.588 13.211  -0.127
C 9.943 6.850 13.875  -0.194
O 9.795 7.542 15.061  -0.212
S 8.318 8.257 15.065  0.729
O 8.484 9.536 14.378  -0.229
O 7.768 8.270 16.448  -0.262
O 7.612 7.129 14.134  -0.202
H 8.323 5.524 13.144  0.117
H 8.357 7.102 12.270  0.135
H 10.662 7.431 13.298  0.135
H 10.486 5.936 14.113  0.111
C 7.834 6.416 25.615  -0.167
C 8.985 5.501 26.126  -0.127
O 9.364 4.755 24.909  -0.219
S 8.596 5.286 23.494  0.778
O 7.401 4.511 23.168  -0.236
O 9.603 5.545 22.436  -0.274
O 8.174 6.684 24.264  -0.214
H 7.668 7.346 26.160  0.140
H 6.897 5.863 25.685  0.126
H 8.815 4.982 27.069  0.126
H 9.884 5.967 26.529  0.120

Atoms 1-2, force components in eV/Å:
0.094 -0.125 -0.609
-1.527 0.906 1.234

=====

[2]
Computed, not measured: a 3-piece molecular cluster, C16H26IN2O5 overall, with wB97M-V/def2-TZVPD.

Output
**Total charge**: +1
**Multiplicity**: 1
**E_HOMO**: -12.3386 eV

Each line ends with the Löwdin charge.
Atoms and positions in Å:
C 0.040 -0.588 0.334  -0.091
C -0.543 -1.182 -1.078  -0.165
O -1.893 -0.665 -1.395  -0.135
N -1.899 0.673 -1.524  -0.083
C -0.953 1.423 -2.485  0.088
C -1.288 3.025 -2.330  0.050
N -2.423 3.004 -1.299  0.046
C -2.809 1.633 -0.791  -0.056
C -4.017 1.411 0.295  -0.643
I -3.745 -0.273 1.665  0.905
C -5.444 1.196 -0.484  -0.296
C -5.544 -0.239 -1.317  -0.143
H -0.751 -0.756 1.186  0.031
H 0.206 0.577 0.258  0.084
H 1.005 -1.188 0.641  0.098
H 0.247 -1.035 -1.929  0.129
H -0.673 -2.358 -0.942  0.163
H -0.140 0.965 -3.223  0.153
H -0.830 3.976 -2.858  0.142
H -2.893 3.900 -0.997  0.165
H -4.095 2.387 0.939  0.103
H -6.298 1.157 0.326  0.118
H -5.611 2.089 -1.225  0.118
H -6.305 -0.975 -0.805  0.091
H -4.501 -0.764 -1.420  0.056
H -5.933 0.052 -2.394  0.092
O 3.475 2.847 1.016  0.107
C 2.708 2.422 1.865  -0.457
O 2.108 1.197 1.816  -0.007
C 1.198 1.077 2.908  -0.194
C 1.672 2.075 3.932  -0.161
C 2.252 3.174 3.078  -0.083
H 0.188 1.300 2.547  0.114
H 1.219 0.054 3.295  0.133
H 0.877 2.415 4.602  0.124
H 2.464 1.630 4.545  0.129
H 1.493 3.903 2.782  0.136
H 3.091 3.668 3.575  0.137
O 1.799 -3.853 -2.894  0.098
C 2.591 -3.687 -1.982  -0.461
O 2.238 -3.333 -0.711  -0.001
C 3.418 -3.121 0.061  -0.177
C 4.502 -3.888 -0.650  -0.162
C 4.081 -3.792 -2.094  -0.082
H 3.624 -2.046 0.095  0.128
H 3.263 -3.484 1.081  0.131
H 5.504 -3.495 -0.459  0.126
H 4.484 -4.937 -0.331  0.128
H 4.469 -2.888 -2.572  0.139
H 4.372 -4.683 -2.657  0.137

Atoms 1-2, force components in eV/Å:
-0.850 0.000 -0.079
2.090 -1.640 1.689

=====

[3]
Computed, not measured: a 2-piece molecular cluster, C9H14 overall, with wB97M-V/def2-TZVPD.

Output
**Multiplicity**: 1
**E_HOMO**: -8.9580 eV
**Energy above the lowest of the compared OMol25 structures with the same formula, charge and spin**: 0.907 eV

Each line ends with the Löwdin charge.
Atoms and positions in Å:
C 1.271 -2.231 -0.500  -0.073
C 1.005 -1.138 0.453  -0.311
C 0.008 -1.288 1.432  -0.052
C 1.632 0.082 0.305  -0.073
C -0.395 -0.182 2.186  -0.084
C 1.447 1.064 1.301  -0.100
C 0.399 0.978 2.165  -0.107
H 2.106 -2.902 -0.235  0.082
H 1.636 -1.841 -1.455  0.082
H -0.380 -2.254 1.736  0.110
H 2.360 0.285 -0.470  0.116
H -1.224 -0.209 2.881  0.098
H 2.198 1.838 1.385  0.102
H 0.115 1.697 2.928  0.101
H 0.566 -3.066 -0.567  0.081
C -1.176 0.630 -1.350  -0.161
C -2.038 1.698 -2.069  -0.146
H -0.822 -0.211 -1.940  0.061
H -0.297 1.103 -0.921  0.041
H -1.727 0.195 -0.510  0.061
H -1.405 2.566 -2.244  0.059
H -2.363 1.312 -3.042  0.059
H -2.916 1.874 -1.471  0.052

Atoms 1-2, force components in eV/Å:
1.593 -1.858 -0.519
-1.045 -0.167 0.012

=====

[4]
Computed, not measured: C24H49ClMnP2Te as an isolated structure, with wB97M-V/def2-TZVPD.

Output
**Total charge**: -1
**Multiplicity**: 5
**E_HOMO (spin up / spin down)**: -1.8358 / -3.3014 eV
**Energy above the lowest of the compared OMol25 structures with the same formula, charge and spin**: 0.000 eV

Each line ends with the Löwdin charge.
Atoms and positions in Å:
Mn 0.109 -0.061 -1.178  -0.302
Cl 0.040 0.011 -3.575  -0.047
P -0.106 -2.386 -1.016  0.929
C 0.879 -3.251 -2.340  -0.538
C 0.129 -3.545 0.412  -0.533
C -1.873 -2.646 -1.572  -0.533
C 2.274 -2.628 -2.454  -0.145
H 0.282 -2.973 -3.233  0.088
C 0.971 -4.779 -2.236  -0.135
H 1.682 -5.111 -1.475  0.069
H 1.334 -5.140 -3.211  0.078
H 0.004 -5.272 -2.069  0.044
H 2.220 -1.645 -2.931  0.027
H 2.898 -3.283 -3.079  0.071
H 2.754 -2.526 -1.472  0.058
H -1.842 -2.084 -2.537  0.082
C -2.932 -2.013 -0.663  -0.137
C -2.192 -4.110 -1.858  -0.134
H -1.646 -4.474 -2.729  0.059
H -3.259 -4.189 -2.094  0.074
H -1.988 -4.766 -1.001  0.069
H -2.532 -1.238 0.009  0.020
H -3.465 -2.756 -0.057  0.066
H -3.669 -1.498 -1.303  0.078
C 1.549 -3.477 0.980  -0.129
H 0.015 -4.551 -0.040  0.082
C -0.984 -3.399 1.455  -0.157
H 2.274 -3.867 0.254  0.054
H 1.619 -4.161 1.849  0.081
H 1.809 -2.477 1.285  0.011
H -1.164 -2.368 1.726  -0.041
H -0.695 -3.945 2.376  0.083
H -1.927 -3.846 1.101  0.060
H 1.418 -0.507 -0.036  -0.150
H -1.127 0.308 0.138  -0.128
P 0.497 2.250 -0.962  0.927
C -0.623 3.150 -2.142  -0.543
C 0.433 3.345 0.536  -0.533
C 2.183 2.516 -1.706  -0.535
C -2.020 2.521 -2.134  -0.150
H -0.116 2.919 -3.102  0.086
C -0.713 4.672 -1.962  -0.135
H -1.345 4.955 -1.114  0.069
H -1.189 5.070 -2.872  0.078
H 0.262 5.169 -1.878  0.045
H -2.003 1.528 -2.595  0.018
H -2.694 3.168 -2.717  0.073
H -2.413 2.442 -1.114  0.057
H 2.033 1.998 -2.682  0.078
C 3.323 1.820 -0.953  -0.135
C 2.474 3.992 -1.955  -0.133
H 1.825 4.396 -2.733  0.058
H 3.504 4.085 -2.316  0.074
H 2.380 4.605 -1.047  0.069
H 2.978 1.124 -0.176  0.031
H 4.019 2.535 -0.501  0.065
H 3.895 1.207 -1.671  0.077
C -0.933 3.179 1.200  -0.162
H 0.468 4.372 0.114  0.085
C 1.662 3.198 1.445  -0.145
H -1.723 3.671 0.617  0.058
H -0.927 3.635 2.207  0.080
H -1.206 2.134 1.307  -0.032
H 1.821 2.184 1.785  -0.004
H 1.534 3.845 2.334  0.078
H 2.568 3.568 0.932  0.056
Te 0.115 -0.030 1.598  1.078
C -0.568 0.260 3.707  -0.495
C -1.307 -0.808 4.310  -0.159
C -1.863 -0.543 5.569  -0.127
C -1.678 0.690 6.242  -0.120
C -0.876 1.673 5.631  -0.133
C -0.252 1.493 4.387  -0.148
H -1.447 -1.757 3.755  0.070
H -2.473 -1.321 6.020  0.082
H -2.125 0.856 7.185  0.066
H -0.731 2.638 6.127  0.086
H 0.398 2.246 3.898  0.074

Atoms 1-2, force components in eV/Å:
0.422 -0.166 0.535
0.030 -0.074 0.009

=====

[5]
Computed, not measured: a 6-piece molecular cluster, C45H96BF4N5O2 overall, with wB97M-V/def2-TZVPD.

Output
**Total charge**: +4
**Multiplicity**: 1
**E_HOMO**: -18.4458 eV
**Energy above the lowest of the compared OMol25 structures with the same formula, charge and spin**: 1.208 eV

Each line ends with the Löwdin charge.
Atoms and positions in Å:
C 6.182 -3.554 4.343  -0.094
C 4.850 -4.063 3.738  -0.216
C 4.480 -3.244 2.395  -0.154
C 3.233 -3.924 1.800  -0.109
N 2.967 -3.715 0.295  -0.203
C 3.813 -4.619 -0.540  -0.108
C 3.083 -6.002 -0.650  -0.114
C 1.590 -5.795 -0.308  -0.144
C 1.513 -4.264 -0.115  -0.071
C 3.162 -2.263 -0.171  0.025
H 5.970 -2.644 4.906  0.075
H 7.001 -3.396 3.642  0.077
H 6.490 -4.339 5.034  0.079
H 4.031 -3.908 4.440  0.102
H 4.878 -5.149 3.652  0.107
H 5.308 -3.380 1.700  0.100
H 4.337 -2.169 2.503  0.114
H 2.427 -3.462 2.369  0.128
H 3.196 -5.005 1.938  0.134
H 4.041 -4.168 -1.505  0.130
H 4.808 -4.655 -0.095  0.132
H 3.195 -6.421 -1.650  0.121
H 3.460 -6.698 0.099  0.117
H 0.901 -6.158 -1.071  0.119
H 1.338 -6.315 0.616  0.113
H 1.161 -3.897 -1.079  0.111
H 0.701 -4.064 0.584  0.116
H 2.715 -1.661 0.621  0.091
H 2.746 -2.185 -1.175  0.094
H 4.217 -1.996 -0.228  0.100
C -2.013 -1.219 -9.483  -0.088
C -0.610 -0.939 -8.829  -0.212
C -0.495 -1.610 -7.466  -0.202
C -1.499 -1.053 -6.409  -0.055
N -1.229 -1.637 -4.910  -0.217
C -1.429 -3.147 -4.729  -0.057
C -1.770 -3.412 -3.195  -0.108
C -2.432 -2.105 -2.786  -0.162
C -2.319 -1.115 -3.937  -0.098
C 0.135 -1.094 -4.474  0.017
H -2.091 -0.742 -10.460  0.079
H -2.901 -0.901 -8.938  0.062
H -2.268 -2.252 -9.718  0.079
H -0.486 0.142 -8.768  0.110
H 0.202 -1.358 -9.423  0.118
H 0.531 -1.462 -7.131  0.096
H -0.720 -2.675 -7.515  0.118
H -2.517 -1.306 -6.706  0.121
H -1.410 0.033 -6.389  0.130
H -0.565 -3.721 -5.062  0.138
H -2.375 -3.333 -5.238  0.139
H -0.862 -3.556 -2.608  0.091
H -2.383 -4.310 -3.120  0.127
H -1.827 -1.650 -2.002  0.086
H -3.444 -2.126 -2.382  0.131
H -2.296 -0.034 -3.802  0.134
H -3.208 -1.368 -4.514  0.127
H 0.971 -1.308 -5.140  0.096
H 0.286 -1.422 -3.445  0.093
H -0.024 -0.016 -4.466  0.089
C -3.965 2.880 6.648  -0.103
C -2.498 2.459 6.356  -0.240
C -2.228 0.991 6.681  -0.149
C -3.207 -0.053 5.948  -0.078
N -2.591 -1.480 5.689  -0.205
C -1.311 -1.515 4.798  -0.091
C -1.275 -2.927 4.165  -0.159
C -2.666 -3.490 4.229  -0.153
C -3.488 -2.317 4.725  -0.095
C -2.387 -2.209 7.064  0.077
H -4.772 2.289 6.213  0.063
H -4.136 3.922 6.379  0.074
H -4.264 2.771 7.690  0.081
H -1.863 3.197 6.846  0.115
H -2.363 2.669 5.296  0.085
H -2.343 0.863 7.757  0.119
H -1.248 0.693 6.308  0.098
H -3.690 0.280 5.029  0.116
H -4.101 -0.251 6.538  0.126
H -0.301 -1.343 5.167  0.134
H -1.441 -0.706 4.080  0.120
H -0.612 -3.462 4.846  0.112
H -0.753 -3.009 3.211  0.105
H -2.705 -4.401 4.826  0.125
H -3.045 -3.811 3.259  0.125
H -4.392 -2.561 5.283  0.137
H -3.923 -1.698 3.940  0.133
H -1.948 -3.145 6.719  0.092
H -3.348 -2.470 7.509  0.115
H -1.684 -1.666 7.694  0.112
C 3.413 1.309 -4.156  -0.004
C 3.251 1.692 -2.612  -0.335
C 4.519 1.158 -1.750  -0.087
C 4.466 1.677 -0.292  -0.161
C 4.522 3.198 -0.280  -0.123
C 3.463 3.987 -1.156  -0.370
N 3.155 3.239 -2.513  0.159
O 2.280 3.851 -3.419  0.157
C 4.071 5.357 -1.435  -0.020
C 2.099 4.182 -0.385  -0.008
C 1.893 1.040 -2.106  -0.002
H 3.285 0.228 -4.218  0.082
H 4.411 1.609 -4.473  0.097
H 2.640 1.617 -4.859  0.083
H 5.451 1.474 -2.221  0.125
H 4.610 0.072 -1.756  0.109
H 5.280 1.224 0.274  0.128
H 3.526 1.432 0.203  0.101
H 5.517 3.556 -0.545  0.123
H 4.511 3.610 0.729  0.137
H 5.075 5.295 -1.855  0.105
H 4.284 5.980 -0.567  0.114
H 3.318 5.957 -1.947  0.098
H 1.333 4.713 -0.949  0.075
H 2.248 4.725 0.548  0.106
H 1.514 3.316 -0.075  0.068
H 2.008 -0.044 -2.067  0.073
H 1.121 1.092 -2.873  0.068
H 1.506 1.357 -1.138  0.060
C -1.955 6.552 1.076  -0.017
C -2.353 5.036 1.071  -0.384
C -3.792 4.911 1.775  -0.101
C -4.331 3.520 1.617  -0.208
C -4.674 3.256 0.182  -0.114
C -3.396 3.360 -0.759  -0.368
N -2.514 4.573 -0.412  0.150
O -1.472 5.001 -1.235  0.145
C -3.857 3.629 -2.209  -0.022
C -2.527 2.021 -0.659  0.019
C -1.250 4.231 1.794  0.020
H -1.850 7.030 2.050  0.108
H -2.566 7.204 0.452  0.103
H -0.908 6.634 0.785  0.076
H -4.435 5.630 1.267  0.134
H -3.673 5.188 2.823  0.136
H -5.315 3.605 2.079  0.132
H -3.798 2.723 2.135  0.118
H -5.448 3.985 -0.057  0.134
H -5.138 2.277 0.061  0.140
H -4.542 4.469 -2.323  0.101
H -4.621 2.886 -2.437  0.100
H -3.049 3.655 -2.939  0.090
H -2.959 1.155 -1.160  0.093
H -2.494 1.674 0.373  0.065
H -1.525 2.067 -1.085  0.087
H -1.172 4.483 2.851  0.114
H -0.295 4.519 1.355  0.071
H -1.410 3.167 1.614  0.076
B 0.060 -0.610 0.796  -1.297
F 1.089 0.346 0.980  0.083
F -1.143 -0.185 1.326  0.128
F -0.073 -0.741 -0.600  0.084
F 0.420 -1.842 1.370  0.099

Atoms 1-2, force components in eV/Å:
-0.969 -0.567 0.393
0.120 1.803 -0.821

=====

[6]
Computed, not measured: C4H8CsO2S as an isolated structure, with wB97M-V/def2-TZVPD.

Output
**Total charge**: +1
**Multiplicity**: 1
**E_HOMO**: -13.8381 eV
**Energy above the lowest of the compared OMol25 structures with the same formula, charge and spin**: 0.953 eV

Each line ends with the Löwdin charge.
Atoms and positions in Å:
Cs 13.436 -5.016 16.774  1.060
C 15.167 -1.819 10.912  -0.147
C 15.198 -0.529 11.931  -0.127
C 14.925 -1.249 13.302  -0.224
S 14.081 -2.870 13.142  0.694
O 12.680 -2.786 12.781  -0.303
O 14.388 -3.790 14.274  -0.545
C 15.051 -3.178 11.701  -0.249
H 15.990 -1.734 10.202  0.106
H 14.307 -1.803 10.242  0.105
H 14.311 0.089 11.786  0.100
H 16.046 0.115 11.697  0.111
H 14.394 -0.690 14.073  0.102
H 15.910 -1.503 13.692  0.101
H 14.644 -4.039 11.171  0.111
H 15.982 -3.622 12.054  0.104

Atoms 1-2, force components in eV/Å:
0.014 0.050 -0.168
-0.558 0.457 0.339

=====

Q: Which DFT total energy values were calculated for the entries above? A: -3182.00044; -1408.16874; -351.29688; -3505.69238; -2619.35538; -725.79417, in a.u..